The following is a DFT calculation (the ωB97M-V functional and the def2-TZVPD basis) of a gas-phase ion, C9H12N5 (charge +1) at a distorted geometry.

Structure (ORCA input):
```
! RIJCOSX wB97M-V def2-TZVPD def2/J DEFGRID3
* xyz 1 1
H -1.114 0.007 2.151
H -0.237 -2.206 -3.955
H 0.188 -1.605 3.367
H 1.936 -1.543 3.191
C 0.778 -0.763 -2.770
N 1.842 1.804 1.139
N -1.611 1.806 0.417
C -0.476 0.100 -0.830
N 1.938 0.548 1.777
H -2.552 1.549 0.095
C 0.854 -0.184 2.090
H 1.573 0.470 -1.143
H 2.697 0.510 2.372
C -1.429 -1.541 -2.331
H -2.324 -2.325 -2.398
H -2.478 -0.637 -0.786
H 1.683 -0.894 -3.256
C 0.854 2.087 0.435
N -0.315 0.044 1.550
H -1.901 2.184 1.403
N 0.999 -1.172 3.041
C -0.461 0.956 0.412
C 0.699 0.086 -1.635
C -1.539 -0.718 -1.206
C -0.280 -1.622 -3.110
H 0.679 3.058 -0.019
*
```

Output
E_tot ... -16969.83452 eV
Energy relative to the best compared isomer or geometry (same formula, charge and spin) ... 35.39 kcal/mol
Strongest force on any atom ... 4.59 eV/A
Structure (SMILES) ... N[C@@]1(c2ccccc2)C=NNC(=[NH2+])N1

The following is a DFT calculation (the ωB97M-V functional and the def2-TZVPD basis) of a gas-phase ion, C9H12NO2 (charge +1) at a distorted geometry.

Structure (ORCA input):
```
! RIJCOSX wB97M-V def2-TZVPD def2/J DEFGRID3
* xyz 1 1
C 1.059 2.935 -1.637
C 1.085 1.883 -0.645
C 0.260 -0.065 0.357
H 1.742 1.788 0.151
H -2.390 -1.306 3.096
C 0.184 -1.481 0.379
C -1.124 -2.387 2.296
O -1.617 -1.092 2.570
H -0.677 -0.361 -2.080
H 1.650 3.760 -1.201
H 0.889 -1.684 2.200
H 0.516 3.349 -3.776
H 0.041 -2.051 -0.486
C -0.255 0.603 -2.003
H -0.558 1.349 -4.057
C 0.211 -2.263 1.639
C 0.494 2.763 -2.905
H 0.109 0.328 2.171
H 0.720 -3.226 1.513
N 0.440 0.768 -0.890
H -1.941 -2.941 1.760
O 0.431 0.706 1.352
H -1.060 -2.969 3.212
C -0.207 1.593 -3.016
*
```

Output
E_tot ... -15103.85153 eV
Energy relative to the best compared isomer or geometry (same formula, charge and spin) ... 51.05 kcal/mol
Strongest force on any atom ... 7.18 eV/A
Structure (SMILES) ... OCC/C=C(\O)[n+]1ccccc1

The following is a DFT calculation (the ωB97M-V functional and the def2-TZVPD basis) of 3 unconnected molecules or ions with the total composition C9H12NO3 at a distorted geometry.

Structure (ORCA input):
```
! RIJCOSX wB97M-V def2-TZVPD def2/J DEFGRID3
* xyz -1 1
H 4.581 0.085 1.052
C -1.732 -3.287 -0.181
H -1.177 -4.137 0.271
H 3.080 2.653 -1.944
N -4.462 0.202 -0.119
H -2.624 -3.485 -0.740
C -2.183 -2.432 0.942
H 2.664 1.386 1.450
O -4.111 2.515 -0.458
H 3.909 1.029 -2.378
O -5.487 -0.998 -1.818
C 2.898 2.074 0.690
O -3.185 1.529 1.321
H 1.998 2.440 0.293
H 3.427 2.817 1.058
C 3.516 1.299 -0.367
C 3.518 1.584 -1.668
H 4.240 -0.778 -0.616
C -3.817 1.605 0.297
C -4.984 -0.313 -1.034
C 3.894 -0.072 0.139
H 2.939 -0.381 0.425
H -1.103 -2.591 -0.805
H -3.076 -1.037 2.494
C -2.722 -1.708 1.696
*
```

Output
E_tot ... -17158.38731 eV
Energy relative to the best compared isomer or geometry (same formula, charge and spin) ... 52.13 kcal/mol
Strongest force on any atom ... 7.19 eV/A

The following is a DFT calculation (the ωB97M-V functional and the def2-TZVPD basis) of a gas-phase ion, C9H12NOS (charge +1) at a distorted geometry.

Structure (ORCA input):
```
! RIJCOSX wB97M-V def2-TZVPD def2/J DEFGRID3
* xyz 1 1
H -1.296 -1.023 1.857
C -1.110 -0.746 -0.226
O -0.441 -2.849 0.400
C -2.821 0.335 1.073
H 1.798 0.688 1.828
H -3.362 0.466 2.027
C -1.785 -0.543 1.010
H -0.940 -0.256 -2.265
H 2.894 0.001 -1.817
C -1.462 0.022 -1.337
H 3.796 1.223 -0.303
C -0.089 -1.785 -0.251
S 1.419 -1.644 -1.045
H 3.412 -0.414 0.546
H 1.291 0.724 -1.087
C -2.471 0.927 -1.213
H -2.691 1.770 -1.959
H -3.872 1.976 0.114
N 2.355 1.282 1.247
C 3.030 0.519 0.239
C -3.144 1.122 0.003
C 2.108 0.082 -1.011
H 0.241 -3.627 0.383
H 3.141 1.751 1.788
*
```

Output
E_tot ... -23892.01730 eV
Energy relative to the best compared isomer or geometry (same formula, charge and spin) ... 37.21 kcal/mol
Strongest force on any atom ... 3.60 eV/A

The following is a DFT calculation (the ωB97M-V functional and the def2-TZVPD basis) of C9H12NP in the gas phase at a distorted geometry.

Structure (ORCA input):
```
! RIJCOSX wB97M-V def2-TZVPD def2/J DEFGRID3
* xyz 0 3
H -0.285 1.241 3.115
H 1.796 -2.213 -2.777
C 0.039 0.467 0.565
C -0.539 1.984 2.458
H 0.428 2.504 2.283
C 1.008 -1.668 -2.309
C 1.108 -0.688 -1.327
H -0.295 -2.969 -3.352
C -0.262 -2.152 -2.664
C -1.016 1.319 1.137
N 2.549 1.947 1.325
H -1.280 2.365 0.687
H -2.297 -0.246 -0.769
C -1.340 -0.563 -1.162
H -1.993 0.746 1.305
H 2.127 -0.474 -1.128
H -1.523 2.427 2.860
H -2.316 -2.138 -2.276
H 2.150 -0.706 0.842
H 1.680 0.019 2.569
C -1.378 -1.662 -2.060
C -0.109 -0.167 -0.650
P 1.750 0.628 1.327
*
```

Output
E_tot ... -20300.26570 eV
Energy relative to the best compared isomer or geometry (same formula, charge and spin) ... 0.00 kcal/mol
Expectation value of S² ... 2.044
Strongest force on any atom ... 4.89 eV/A

The following is a DFT calculation (the ωB97M-V functional and the def2-TZVPD basis) of a molecular structure, C9H12O4 at a distorted geometry.

Structure (ORCA input):
```
! RIJCOSX wB97M-V def2-TZVPD def2/J DEFGRID3
* xyz 0 1
H 3.353 0.165 -2.352
O -0.242 -1.860 2.011
C -0.267 1.665 1.407
C 0.486 0.632 -0.682
H 0.330 2.816 -0.022
H 0.498 -1.409 -0.507
O 2.024 -0.135 -2.604
C -0.072 -0.592 1.321
C -1.814 -1.953 1.820
H -1.959 -2.487 0.662
H -0.547 2.575 1.936
C 0.193 -0.555 0.014
C -0.270 0.487 2.086
C 0.977 0.843 -2.000
H -2.476 -0.926 1.981
H -0.079 1.002 -3.976
O -0.099 -1.012 -3.148
H 0.879 -1.058 -3.311
H -1.142 0.937 -2.513
H 1.297 2.009 -2.022
C 0.042 1.765 0.097
H -0.062 1.454 3.766
H -1.978 -2.664 2.971
O -0.714 0.565 3.346
C -0.254 0.561 -2.973
*
```

Output
E_tot ... -17708.63854 eV
Energy relative to the best compared isomer or geometry (same formula, charge and spin) ... 201.13 kcal/mol
Strongest force on any atom ... 6.31 eV/A

The following is a DFT calculation (the ωB97M-V functional and the def2-TZVPD basis) of a molecular structure, C9H13AlIN2O5S2 at a distorted geometry.

Structure (ORCA input):
```
! RIJCOSX wB97M-V def2-TZVPD def2/J DEFGRID3
* xyz 3 1
H 3.113 1.022 2.870
H 3.215 1.737 1.118
H 3.227 -0.511 -0.064
C -3.628 -0.264 0.383
N -0.349 3.297 0.683
S -3.670 1.282 -0.680
C 1.215 -0.479 1.150
H -1.572 0.030 1.558
S -0.069 -2.058 -2.397
O 1.086 -1.152 -1.464
H 3.327 -1.489 1.581
H 0.789 -2.410 0.148
O -1.235 2.687 -1.573
C -0.120 3.346 -0.818
C 2.880 -0.518 1.061
O 0.761 -3.308 -2.771
Al 0.656 -0.798 -4.871
H -4.244 -0.006 1.373
N -1.544 2.626 0.944
H -1.049 -0.210 -1.226
H -2.254 -1.749 1.472
C -2.087 2.251 -0.420
C -1.102 -1.067 -0.396
C -2.128 -0.747 0.842
C 0.507 -1.288 -0.087
O -0.774 -1.309 -3.583
H 4.703 0.726 1.901
H 0.799 3.806 -1.386
H 0.820 0.627 1.200
H -4.168 -1.170 -0.151
I 0.743 -1.463 3.096
O -1.389 -2.246 -1.280
C 3.539 0.807 1.790
*
```

Output
E_tot ... -59084.31225 eV
Strongest force on any atom ... 6.96 eV/A

The following is a DFT calculation (the ωB97M-V functional and the def2-TZVPD basis) of a molecular structure, C9H13AlNO2 at a distorted geometry.

Structure (ORCA input):
```
! RIJCOSX wB97M-V def2-TZVPD def2/J DEFGRID3
* xyz -1 1
H 1.679 1.359 -1.488
H -1.236 -1.336 2.161
H -3.406 0.057 0.713
C 0.948 -2.861 -0.686
C -1.644 1.603 1.130
C 0.381 -2.684 0.856
H -1.212 -0.165 -2.626
C -1.324 -0.652 -0.204
H 0.516 3.603 1.229
C -0.787 -1.536 1.099
C -0.782 -0.840 -1.740
H -2.796 1.038 -0.844
H -1.216 1.054 2.095
C -2.464 0.512 0.172
H 1.343 0.153 -0.050
H -0.586 3.322 -1.111
O 2.763 1.702 0.350
H -2.461 2.375 1.532
Al -0.070 2.519 0.186
N 3.175 0.668 1.137
C 0.394 -2.000 -1.981
C 1.487 1.283 -0.315
O 3.902 -0.094 0.519
H 0.785 -3.294 1.789
H 1.798 -3.654 -0.854
H 0.813 -2.131 -3.071
*
```

Output
E_tot ... -21714.38265 eV
Energy relative to the best compared isomer or geometry (same formula, charge and spin) ... 314.78 kcal/mol
Strongest force on any atom ... 4.98 eV/A

The following is a DFT calculation (the ωB97M-V functional and the def2-TZVPD basis) of C9H13BO2 in the gas phase at a distorted geometry.

Structure (ORCA input):
```
! RIJCOSX wB97M-V def2-TZVPD def2/J DEFGRID3
* xyz 0 1
C -0.251 -0.130 -1.879
H 2.194 2.093 0.336
H 1.145 3.123 2.428
C -0.545 1.748 2.492
B -1.173 -2.578 -2.134
C -0.317 -1.444 -1.440
H 0.087 -2.757 -3.679
H 0.430 1.835 -1.400
H -0.162 1.089 3.273
H 2.213 1.058 1.720
C 0.115 -1.773 -0.167
H -2.735 -3.753 -1.965
C 0.861 0.511 0.175
C 0.727 -0.797 0.609
O -2.340 -2.970 -1.528
H -0.579 0.101 -2.880
C 1.518 1.529 1.025
H -0.044 -2.795 0.196
C 0.562 2.487 1.766
H -1.169 1.177 1.806
H 0.114 3.196 1.057
H 1.003 -1.060 1.604
C 0.337 0.832 -1.061
O -0.731 -3.124 -3.333
H -1.260 2.404 2.978
*
```

Output
E_tot ... -14318.27506 eV
Energy relative to the best compared isomer or geometry (same formula, charge and spin) ... 0.00 kcal/mol
Strongest force on any atom ... 1.73 eV/A
Structure (SMILES) ... CCCc1ccc(B(O)O)cc1

The following is a DFT calculation (the ωB97M-V functional and the def2-TZVPD basis) of C9H13Cl2P in the gas phase at a distorted geometry.

Structure (ORCA input):
```
! RIJCOSX wB97M-V def2-TZVPD def2/J DEFGRID3
* xyz 0 1
H 0.791 -0.957 1.844
H -1.696 -3.340 0.318
C 1.328 2.537 0.627
H 0.974 1.082 -1.914
C -0.917 -1.207 0.455
H 0.873 3.481 1.147
Cl 3.459 -1.930 -0.077
C -1.841 -2.240 -0.153
H -1.718 -2.372 -1.214
H -2.481 0.121 0.479
P 3.071 -0.010 0.583
H -2.836 -1.987 0.013
C 0.594 -1.208 0.755
H 1.988 -0.451 -1.918
C -1.489 0.049 0.616
H 2.379 2.536 0.907
C 1.274 0.013 0.028
Cl 3.857 1.128 -0.832
H 1.130 -2.158 0.499
H 0.210 -0.584 -1.709
H 1.263 2.875 -0.492
C 1.050 0.033 -1.455
C -0.714 1.265 1.004
C 0.588 1.260 0.652
H -1.326 2.071 1.441
*
```

Output
E_tot ... -43876.90330 eV
Energy relative to the best compared isomer or geometry (same formula, charge and spin) ... 0.00 kcal/mol
Strongest force on any atom ... 4.91 eV/A
Structure (SMILES) ... CC1=CC=C(C)[C@@](C)(P(Cl)Cl)C1

The following is a DFT calculation (the ωB97M-V functional and the def2-TZVPD basis) of a molecular structure, C9H13F3N13O3OsS at a distorted geometry.

Structure (ORCA input):
```
! RIJCOSX wB97M-V def2-TZVPD def2/J DEFGRID3
* xyz 1 1
Os -1.132 -0.306 -0.112
N -0.371 -1.980 2.195
O -1.561 -1.998 -1.505
C 0.913 0.979 1.891
N -5.214 -0.756 -0.013
F -0.151 -0.942 -4.852
H 3.005 1.505 -1.652
F 0.871 -1.851 -3.161
C -0.276 -1.760 -3.837
N 3.075 0.416 0.150
H 1.479 3.532 1.668
C 1.820 -0.235 -0.076
H 0.864 0.040 2.426
C -3.984 -1.056 0.367
N -3.643 -2.081 1.173
H 0.001 2.669 0.011
C 2.254 2.852 1.315
C 0.794 2.014 -0.347
C -2.423 -2.280 1.689
N -0.831 -3.044 2.822
N -1.357 -1.443 1.465
N 2.075 2.614 -0.126
H 1.680 -0.428 -1.138
C 3.123 1.693 -0.585
C 3.239 0.695 1.590
N -5.077 0.372 -0.722
N -2.114 -3.258 2.525
N -3.807 0.743 -0.782
N -3.086 -0.144 -0.093
S -1.560 -1.084 -2.702
H 4.094 2.153 -0.418
O -0.893 0.161 -2.151
H 0.114 1.640 2.224
H 4.211 1.157 1.747
H 1.765 -1.164 0.488
H 3.202 -0.241 2.148
H 3.223 3.316 1.476
H -4.376 -2.743 1.430
N 0.664 0.677 0.406
O -2.784 -0.900 -3.381
N 2.191 1.600 2.081
F -0.670 -2.950 -4.229
H 0.650 1.816 -1.406
*
```

Output
E_tot ... -56500.12286 eV
Energy relative to the best compared isomer or geometry (same formula, charge and spin) ... 20.62 kcal/mol
Strongest force on any atom ... 2.44 eV/A

The following is a DFT calculation (the ωB97M-V functional and the def2-TZVPD basis) of a molecular structure, C9H13F6NO9S2Ti at a distorted geometry.

Structure (ORCA input):
```
! RIJCOSX wB97M-V def2-TZVPD def2/J DEFGRID3
* xyz -1 4
C -4.061 2.771 1.289
H -2.952 3.075 3.156
Ti -0.020 0.148 -1.322
F -2.564 -4.071 -0.703
O 2.120 -0.522 -1.953
S 2.299 0.477 -3.021
C 3.031 -2.363 1.424
O -0.475 -1.723 -2.856
H -1.192 1.891 2.131
O -2.911 -1.966 -2.804
C -1.639 2.618 1.435
H 2.358 -3.016 1.973
C -2.206 2.044 0.189
H -4.521 1.939 1.837
F 4.067 1.171 -1.175
C -1.649 -3.835 -1.637
O 0.648 0.335 0.947
C 0.811 -1.104 2.859
H -0.844 3.361 1.209
C -2.857 3.298 2.088
C 3.665 1.566 -2.396
H 0.069 -0.390 3.206
O -3.588 2.271 0.065
H 3.820 -2.012 2.092
F 3.274 2.832 -2.315
O 1.116 1.328 -3.120
O -1.576 1.558 -0.826
F -0.453 -4.183 -1.140
H -2.718 4.385 2.070
F -1.894 -4.611 -2.692
H 1.650 -1.148 3.547
N 2.280 -1.242 0.891
H -4.799 3.550 1.093
O 2.769 -0.026 -4.271
H 0.301 -2.069 2.778
F 4.717 1.504 -3.214
H 2.536 -0.837 -0.004
H 3.463 -2.911 0.594
C 1.215 -0.652 1.475
O -1.611 -1.375 -0.801
S -1.677 -2.065 -2.098
*
```

Output
E_tot ... -90555.37587 eV
Expectation value of S² ... 3.755
Strongest force on any atom ... 1.71 eV/A